Molecular formula: C38H40N7OSe2Si2SrTe2
Method: DFT, the ωB97M-V functional and the def2-TZVPD basis

E_HOMO = -3.41 eV
charge = -1
lowest unoccupied orbital energy = 1.371 eV

Last column: Mulliken charge in e.
Geometry (Å):
Sr -1.32 -0.24 1.93  1.620
Se -2.55 2.45 2.82  -0.903
Te -4.21 1.00 4.02  -0.025
Te -6.00 0.51 2.07  -0.331
Se -5.26 -1.69 1.18  -0.522
C 2.99 4.99 -10.71  -0.837
O 1.79 5.25 -10.02  -0.470
C 1.62 4.63 -8.82  0.959
C 2.51 3.74 -8.25  -0.632
C 2.22 3.16 -7.02  -0.775
C 1.05 3.46 -6.34  0.410
C 0.16 4.37 -6.93  -0.534
C 0.43 4.95 -8.14  -0.542
C 0.71 2.87 -5.06  0.202
N -0.39 3.13 -4.38  -0.833
C -0.34 2.34 -3.26  0.890
C 0.82 1.58 -3.26  0.111
N 1.48 1.93 -4.41  -0.134
C 1.13 0.63 -2.26  0.478
C 2.29 -0.17 -2.24  -0.640
C 2.46 -1.07 -1.22  -1.245
C 1.48 -1.16 -0.23  -0.928
N 0.39 -0.42 -0.22  0.945
C 0.19 0.47 -1.21  -0.647
C -1.05 1.23 -1.22  -0.320
N -1.95 0.96 -0.27  0.889
C -3.12 1.57 -0.29  -0.157
C -3.46 2.54 -1.24  -1.060
C -2.54 2.86 -2.21  -0.680
C -1.31 2.18 -2.23  0.237
H 2.96 5.60 -11.61  0.244
H 3.07 3.94 -11.00  0.334
H 3.87 5.27 -10.12  0.340
H 3.43 3.48 -8.75  0.374
H 2.94 2.47 -6.61  0.232
H -0.75 4.60 -6.39  0.506
H -0.25 5.64 -8.61  0.416
H 2.36 1.57 -4.73  0.171
H 3.02 -0.07 -3.03  0.378
H 3.34 -1.70 -1.18  0.478
H 1.58 -1.87 0.58  0.683
H -3.85 1.26 0.45  0.015
H -4.43 3.02 -1.20  0.458
H -2.75 3.60 -2.97  0.543
C 2.05 0.13 6.74  -1.195
Si 0.83 0.40 5.30  0.200
C -0.80 0.92 6.13  -0.933
C 1.52 1.88 4.35  -0.918
C 0.54 -1.04 4.15  2.048
C -0.53 -1.94 4.62  -1.646
C -0.46 -2.73 5.79  -0.220
C -1.49 -3.58 6.13  -0.756
C -2.61 -3.64 5.31  -0.866
C -2.65 -2.83 4.19  -1.090
N -1.64 -2.01 3.86  1.230
Si 2.05 -1.98 3.65  0.135
C 1.50 -3.51 2.65  -0.958
C 3.21 -2.77 4.96  -1.173
C 3.20 -0.87 2.62  -1.118
H 2.15 1.04 7.34  0.368
H 3.05 -0.13 6.37  0.279
H 1.72 -0.67 7.41  0.311
H -0.62 1.44 7.07  0.388
H -1.43 0.05 6.33  0.267
H -1.36 1.59 5.47  0.126
H 1.47 2.79 4.96  0.343
H 0.94 2.06 3.44  0.134
H 2.56 1.72 4.06  0.276
H 0.42 -2.65 6.42  0.338
H -1.42 -4.19 7.02  0.417
H -3.44 -4.30 5.53  0.475
H -3.50 -2.82 3.52  0.343
H 1.22 -4.31 3.33  0.346
H 2.28 -3.89 1.99  0.558
H 0.61 -3.27 2.05  -0.227
H 2.67 -3.49 5.58  0.277
H 3.64 -2.02 5.62  0.335
H 4.03 -3.30 4.48  0.363
H 2.64 -0.11 2.08  0.241
H 3.77 -1.45 1.88  0.344
H 3.93 -0.37 3.26  0.397
N -4.14 -6.09 -3.09  -0.523
C -3.75 -5.31 -2.34  -0.137
C -3.24 -4.33 -1.43  0.602
C -2.52 -4.71 -0.30  -0.875
C -1.99 -3.71 0.50  -0.565
N -2.12 -2.41 0.25  0.931
C -2.86 -2.06 -0.81  -0.608
C -3.43 -2.98 -1.68  -0.664
H -2.37 -5.75 -0.06  0.488
H -1.41 -3.97 1.38  0.327
H -2.98 -1.01 -0.98  0.373
H -4.00 -2.65 -2.53  0.512

---

Molecular formula: C5H15N2O
Method: DFT, the ωB97M-V functional and the def2-TZVPD basis

E_HOMO = -12.61 eV
charge = +1
lowest unoccupied orbital energy = -7.858 eV
energy relative to the best compared isomer or geometry (same formula, charge and spin) = 144.1 kcal/mol

Last column: Mulliken charge in e.
Geometry (Å):
N 5.12 0.06 -0.68  -0.679
C -0.91 -0.79 -0.36  0.121
C 0.35 0.01 -0.61  -0.374
C 1.02 0.15 0.78  -0.708
O 2.06 1.19 0.85  -0.463
C -2.22 -0.50 -1.14  -0.769
N -3.40 -0.42 -0.23  -0.353
C -3.26 0.61 0.88  -0.452
H 5.88 0.16 0.02  0.248
H 5.19 -1.00 -0.85  0.244
H 4.20 0.16 -0.08  0.189
H -0.80 -1.83 -0.02  0.382
H 1.05 -0.32 -1.35  0.431
H 0.07 0.92 -0.98  0.356
H 1.52 -0.82 0.97  0.307
H 0.28 0.43 1.49  0.527
H 1.64 1.81 1.45  0.313
H -2.13 0.42 -1.85  0.322
H -2.57 -1.31 -1.79  0.417
H -3.53 -1.39 0.10  0.289
H -3.43 0.22 1.90  0.306
H -2.17 0.83 0.77  0.084
H -3.97 1.42 0.73  0.263

---

Molecular formula: C32H64Cl2NiO20
Method: DFT, the ωB97M-V functional and the def2-TZVPD basis

E_HOMO (spin up / spin down) = -8.83 / -8.79 eV
multiplicity = 3
charge = 0
lowest unoccupied orbital energy (spin up / spin down) = 0.552 / 0.161 eV
energy relative to the best compared isomer or geometry (same formula, charge and spin) = 40.5 kcal/mol

Last column: Löwdin spin population.
Geometry (Å):
Ni -1.02 0.93 -0.07  1.835
Cl -0.68 2.35 1.91  0.043
Cl -1.52 -0.35 -2.01  0.042
C -5.29 1.70 -3.02  0.000
C -5.38 0.85 -1.76  0.000
O -5.61 1.67 -0.66  0.000
C -4.61 2.23 0.00  0.001
O -3.41 2.11 -0.13  0.011
O -5.16 3.22 0.83  0.000
C -4.43 3.60 1.98  0.000
H -6.00 2.52 -3.12  0.000
H -5.44 1.10 -3.91  0.000
H -4.28 2.12 -3.05  0.000
H -4.52 0.18 -1.74  0.000
H -6.35 0.35 -1.87  0.000
H -4.61 3.00 2.88  0.000
H -4.74 4.63 2.17  0.000
H -3.36 3.60 1.78  0.000
C 3.21 5.47 2.20  0.000
C 2.48 4.15 2.61  0.000
O 3.13 3.66 3.84  0.000
C 4.31 3.07 3.82  0.000
O 5.21 3.22 2.98  0.000
O 4.34 2.41 5.00  0.000
C 5.27 1.33 5.31  0.000
H 2.65 5.96 1.40  0.000
H 4.23 5.27 1.87  0.000
H 3.31 6.14 3.05  0.000
H 2.52 3.53 1.72  0.000
H 1.48 4.48 2.88  0.000
H 4.95 0.85 6.24  0.000
H 6.35 1.50 5.29  0.000
H 5.27 0.57 4.54  0.000
C 5.53 5.48 -1.15  0.000
C 5.59 4.15 -0.34  0.000
O 5.64 3.02 -1.27  0.000
C 4.69 2.10 -1.27  0.000
O 3.59 2.16 -0.72  0.000
O 5.15 1.16 -1.93  0.000
C 4.30 0.10 -2.36  0.000
H 4.76 5.53 -1.92  0.000
H 6.45 5.59 -1.73  0.000
H 5.33 6.28 -0.44  0.000
H 4.86 4.05 0.46  0.000
H 6.54 4.09 0.20  0.000
H 5.00 -0.57 -2.87  0.000
H 3.51 0.31 -3.08  0.000
H 3.80 -0.39 -1.52  0.000
C -5.61 -2.42 -0.58  0.000
C -4.15 -2.30 -0.27  0.000
O -4.04 -2.34 1.15  0.000
C -3.17 -1.50 1.75  0.001
O -2.44 -0.69 1.19  0.014
O -3.31 -1.65 3.06  0.000
C -2.47 -0.94 3.97  0.000
H -6.05 -3.36 -0.26  0.000
H -5.81 -2.14 -1.62  0.000
H -6.25 -1.76 0.00  0.000
H -3.77 -1.39 -0.74  0.000
H -3.68 -3.22 -0.62  0.000
H -1.41 -1.15 3.84  0.000
H -2.68 -1.26 4.99  0.000
H -2.50 0.14 3.98  0.000
C 3.71 -3.09 -0.32  0.000
C 2.32 -3.43 0.27  0.000
O 1.34 -2.44 0.19  -0.001
C 1.42 -1.25 0.84  0.002
O 0.66 -0.32 0.62  0.022
O 2.34 -1.17 1.71  0.001
C 2.58 -0.03 2.63  0.000
H 4.23 -2.28 0.19  0.000
H 3.71 -2.96 -1.41  0.000
H 4.17 -4.02 -0.01  0.000
H 2.53 -3.58 1.33  0.000
H 1.92 -4.38 -0.07  0.000
H 3.59 -0.14 3.02  0.000
H 1.88 0.01 3.47  0.000
H 2.64 0.94 2.14  0.000
C -2.57 5.31 -1.31  0.000
C -1.15 5.55 -0.89  0.000
O -0.33 4.95 -1.95  0.001
C 0.00 3.59 -1.98  0.003
O -0.45 2.68 -1.22  0.023
O 0.71 3.36 -2.99  0.000
C 1.15 2.05 -3.40  0.000
H -2.81 5.59 -2.34  0.000
H -3.25 5.66 -0.54  0.000
H -2.63 4.22 -1.42  0.000
H -0.85 5.19 0.10  0.000
H -0.93 6.61 -0.98  0.000
H 1.21 1.92 -4.48  0.000
H 0.38 1.32 -3.11  0.000
H 2.02 1.69 -2.86  0.000
C -2.08 -6.71 1.07  0.000
C -2.41 -5.25 1.01  0.000
C -1.14 -4.55 1.44  0.000
O -0.47 -5.43 2.40  0.000
C -1.17 -6.70 2.31  0.000
H -1.50 -6.97 0.18  0.000
H -2.88 -7.45 1.12  0.000
H -3.17 -5.00 1.75  0.000
H -2.67 -4.95 0.00  0.000
H -1.38 -3.56 1.83  0.000
H -0.57 -4.39 0.52  0.000
H -1.83 -6.72 3.18  0.000
H -0.44 -7.50 2.43  0.000
C -1.33 -4.53 -4.37  0.000
C -1.31 -5.08 -2.94  0.000
C -0.05 -4.49 -2.45  0.000
O 0.86 -4.64 -3.56  0.000
C 0.17 -4.69 -4.79  0.000
H -1.62 -3.48 -4.39  0.000
H -1.95 -5.04 -5.11  0.000
H -1.05 -6.14 -2.88  0.000
H -2.18 -4.78 -2.36  0.000
H 0.23 -5.07 -1.57  0.000
H -0.11 -3.43 -2.19  0.000
H 0.29 -5.62 -5.35  0.000
H 0.50 -3.86 -5.41  0.000

---

Molecular formula: C44H26F4N9OP2PdSe2
Method: DFT, the ωB97M-V functional and the def2-TZVPD basis

E_HOMO (spin up / spin down) = -14.93 / -14.93 eV
multiplicity = 5
charge = +3
lowest unoccupied orbital energy (spin up / spin down) = -8.857 / -12.488 eV
energy relative to the best compared isomer or geometry (same formula, charge and spin) = 0.0 kcal/mol

Last column: Löwdin spin population.
Geometry (Å):
Pd 1.04 0.93 -0.78  1.289
Se -2.84 -0.52 4.78  1.521
P -2.79 -1.81 2.98  0.071
C -4.41 -1.98 2.27  0.037
C -4.81 -1.12 1.24  0.010
C -6.11 -1.18 0.78  0.004
C -7.01 -2.07 1.34  0.020
C -6.62 -2.92 2.37  0.003
C -5.32 -2.87 2.85  0.013
C -2.06 -3.39 3.37  0.018
C -1.02 -3.44 4.31  0.022
C -0.42 -4.66 4.60  0.002
C -0.85 -5.81 3.96  0.005
C -1.87 -5.76 3.02  0.007
C -2.49 -4.56 2.73  0.000
C -1.70 -0.80 1.99  0.021
C -1.01 -0.86 0.78  0.010
N -0.27 0.27 0.75  0.101
N -0.48 0.98 1.85  0.015
N -1.33 0.35 2.60  0.201
P -0.90 -2.02 -0.59  0.039
Se 0.20 -0.98 -2.19  0.296
C -0.03 -3.47 -0.05  0.004
C 0.01 -4.58 -0.91  0.003
C 0.76 -5.68 -0.56  0.001
C 1.48 -5.68 0.63  0.000
C 1.45 -4.58 1.48  0.001
C 0.70 -3.47 1.14  0.000
C -2.55 -2.46 -1.14  0.005
C -3.13 -3.65 -0.70  0.001
C -4.41 -3.97 -1.11  0.001
C -5.11 -3.12 -1.96  0.001
C -4.52 -1.94 -2.40  0.000
C -3.24 -1.60 -2.00  0.003
H -4.11 -0.42 0.81  0.000
H -6.43 -0.52 -0.02  0.000
H -8.03 -2.11 0.98  0.001
H -7.32 -3.60 2.82  0.000
H -5.02 -3.52 3.66  0.000
H -0.70 -2.54 4.82  0.011
H 0.37 -4.70 5.34  0.000
H -0.39 -6.76 4.20  0.000
H -2.21 -6.67 2.53  0.000
H -3.30 -4.52 2.02  0.000
H -0.54 -4.57 -1.84  0.001
H 0.79 -6.54 -1.21  0.000
H 2.08 -6.55 0.90  0.000
H 2.03 -4.59 2.39  0.000
H 0.69 -2.61 1.79  0.000
H -2.58 -4.32 -0.06  0.000
H -4.86 -4.90 -0.78  0.000
H -6.10 -3.39 -2.30  0.000
H -5.06 -1.29 -3.08  0.000
H -2.78 -0.70 -2.36  0.001
N -0.52 7.50 -2.62  0.000
C -1.34 6.70 -2.00  0.000
O -2.48 7.02 -1.57  -0.001
C -0.98 5.27 -1.74  -0.004
C -0.98 4.79 -0.44  0.007
C -0.48 3.52 -0.23  0.015
N -0.05 2.75 -1.23  0.152
C -0.13 3.19 -2.50  0.011
C -0.61 4.45 -2.80  0.007
H -0.77 8.47 -2.79  0.000
H 0.44 7.20 -2.77  0.000
H -1.30 5.40 0.39  0.001
H -0.41 3.10 0.77  0.003
H 0.21 2.52 -3.27  0.002
H -0.64 4.78 -3.83  0.001
F 5.14 6.43 -2.10  -0.002
C 5.94 5.41 -1.84  -0.004
C 7.26 5.64 -1.64  0.005
F 7.70 6.86 -1.72  0.002
C 8.19 4.57 -1.35  -0.006
C 7.60 3.24 -1.29  0.004
C 6.29 3.03 -1.49  -0.004
F 5.80 1.79 -1.43  -0.001
C 5.37 4.10 -1.78  0.001
C 4.01 3.87 -1.99  -0.009
C 3.40 2.58 -1.98  0.015
N 2.79 1.60 -2.05  0.036
C 3.06 4.89 -2.31  -0.001
N 2.25 5.67 -2.53  -0.005
F 8.37 2.21 -1.04  0.002
C 9.52 4.79 -1.13  0.014
C 10.46 3.75 -0.83  0.001
N 11.22 2.94 -0.54  0.008
C 10.13 6.09 -1.18  0.001
N 10.65 7.11 -1.17  0.009

---

Molecular formula: C4H12
Method: DFT, the ωB97M-V functional and the def2-TZVPD basis

E_HOMO = -10.92 eV
charge = 0
SMILES string = CC.CC
lowest unoccupied orbital energy = 1.055 eV
energy relative to the best compared isomer or geometry (same formula, charge and spin) = 27.9 kcal/mol

Last column: Mulliken charge in e.
Geometry (Å):
C -1.03 2.55 -1.13  -0.808
C -1.29 1.07 -1.14  -0.412
H -1.52 2.89 -2.11  0.232
H -1.63 3.31 -0.46  0.258
H 0.01 2.84 -0.85  0.270
H -2.33 0.64 -1.15  0.311
H -0.66 0.67 -1.95  0.266
H -0.91 0.45 -0.33  -0.122
C 0.50 -1.58 1.43  -0.396
C 1.85 -2.04 0.88  -0.896
H -0.05 -2.51 1.89  0.258
H 0.61 -0.66 2.02  0.279
H -0.11 -1.13 0.60  -0.098
H 2.31 -2.51 1.75  0.258
H 2.49 -1.26 0.49  0.314
H 1.76 -2.71 0.05  0.287

---

Molecular formula: C8H19GdN2O5S2
Method: DFT, the ωB97M-V functional and the def2-TZVPD basis

E_HOMO (spin up / spin down) = -14.35 / -14.35 eV
multiplicity = 8
charge = +2
lowest unoccupied orbital energy (spin up / spin down) = -6.441 / -10.407 eV

Last column: Löwdin spin population.
Geometry (Å):
C 1.57 4.30 -4.89  0.066
O 0.38 3.56 -4.65  0.637
C 0.35 2.57 -3.66  0.108
C -1.00 1.89 -3.56  0.007
C -1.55 1.87 -2.13  0.004
C -0.54 1.30 -1.11  0.002
C -1.24 0.54 0.02  0.000
S -0.11 0.27 1.39  0.002
O 1.23 0.38 0.87  0.000
O -0.49 1.13 2.48  0.002
N -0.48 -1.28 1.76  -0.001
S 0.27 -1.98 2.90  0.023
O -0.32 -1.50 4.26  0.118
O 1.69 -1.89 3.00  0.000
C -0.27 -3.67 2.78  0.002
C 0.72 -4.61 3.48  0.001
N 0.94 -4.19 4.87  0.013
H 1.38 4.94 -5.74  0.000
H 2.39 3.60 -5.06  0.028
H 1.79 4.87 -3.98  0.035
H 0.69 3.06 -2.72  0.052
H 1.19 1.89 -3.90  0.054
H -0.92 0.88 -3.96  0.004
H -1.69 2.43 -4.21  0.000
H -2.47 1.29 -2.12  0.000
H -1.81 2.89 -1.85  0.000
H 0.16 0.62 -1.59  0.000
H 0.04 2.11 -0.67  0.001
H -1.60 -0.43 -0.31  0.000
H -2.08 1.11 0.42  0.000
H -0.35 -3.84 1.71  0.000
H -1.26 -3.78 3.22  0.000
H 1.64 -4.68 2.89  0.000
H 0.27 -5.60 3.49  0.000
H 1.01 -5.01 5.46  -0.001
H 1.82 -3.70 4.97  0.000
Gd -1.36 -1.33 6.13  5.840

---

Molecular formula: C4H9NO
Method: DFT, the ωB97M-V functional and the def2-TZVPD basis

E_HOMO = -7.98 eV
charge = 0
SMILES string = CN(C)CC=O
lowest unoccupied orbital energy = 0.446 eV
energy relative to the best compared isomer or geometry (same formula, charge and spin) = 97.9 kcal/mol

Last column: Mulliken charge in e.
Geometry (Å):
C -1.25 -0.53 0.42  -0.977
N -0.15 0.22 -0.17  0.100
C -0.67 1.55 -0.56  -0.958
C 1.30 -0.65 -0.64  -0.387
C 1.65 -0.88 0.79  -0.012
O 1.65 0.05 1.55  -0.430
H -2.01 -0.79 -0.33  0.321
H -1.78 0.04 1.21  0.316
H -0.87 -1.44 0.89  0.281
H -1.17 2.04 0.31  0.276
H 0.11 2.24 -0.87  0.274
H -1.46 1.50 -1.33  0.324
H 1.90 0.11 -1.15  0.270
H 1.48 -1.61 -1.24  0.247
H 1.68 -1.93 1.16  0.354

---

Molecular formula: C6H16NO
Method: DFT, the ωB97M-V functional and the def2-TZVPD basis

E_HOMO = -14.02 eV
charge = +1
lowest unoccupied orbital energy = -6.981 eV
energy relative to the best compared isomer or geometry (same formula, charge and spin) = 90.5 kcal/mol

Last column: Mulliken charge in e.
Geometry (Å):
C -2.82 0.03 0.48  -0.444
O -3.34 -0.71 -0.59  -0.503
C -1.70 0.86 -0.13  -0.865
C -0.49 -0.08 -0.63  -0.579
C 0.32 -0.53 0.51  -0.126
C 1.12 0.46 1.32  -0.194
C 2.36 1.04 0.64  -1.230
N 2.07 -1.23 -1.88  -0.594
H -2.37 -0.58 1.27  0.295
H -3.56 0.69 0.94  0.335
H -3.80 -1.49 -0.32  0.311
H -2.02 1.33 -1.06  0.361
H -1.26 1.65 0.47  0.566
H 0.12 0.63 -1.19  0.390
H -0.86 -0.98 -1.12  0.511
H 1.49 -1.08 -1.07  0.305
H 0.07 -1.32 1.21  0.241
H 1.43 -0.02 2.24  0.393
H 0.43 1.26 1.60  0.281
H 2.84 1.77 1.29  0.375
H 2.19 1.51 -0.33  0.358
H 3.00 -1.51 -1.61  0.259
H 3.07 0.24 0.45  0.301
H 1.68 -1.93 -2.48  0.251

---

Values of total energy, in order: -7879.5061, -383.8213, -5191.1599, -8272.1785, -159.5405, -2363.1604, -287.6765, -367.8382, all in a.u..